A gas-phase ion, C6H15N2 (charge +1) at a distorted geometry, computed with wB97M-V/def2-TZVPD.

Computed properties:
E_HOMO ... -0.4639 Eh
Total charge ... +1
Total energy ... -346.7978 hartree
SMILES ... C=CC[C@@H]([NH3+])CNC
Energy relative to the best compared isomer or geometry (same formula, charge and spin) ... 3.1234 eV
Kohn-Sham gap ... 0.33623 Ha
E_LUMO ... -3.47 eV

Structure (XYZ):
```
23
Properties=species:S:1:pos:R:3:forces:R:3:lowdin_charge:R:1
C 2.190134 -0.799770 1.402809 -0.7 -0.4 1.2 0.03
C 0.872006 -0.807185 1.606700 0.7 0.1 -1.0 -0.21
C -0.028459 0.397902 1.674103 1.2 0.1 -0.6 -0.15
C -0.713539 0.443961 0.252611 0.8 0.9 2.3 -0.26
N -1.995942 1.288023 0.406311 -0.6 -0.8 -3.2 0.21
C 0.271581 0.950630 -0.897620 -0.7 -2.7 0.3 -0.13
N -0.254280 0.154955 -2.048316 0.0 1.2 -1.6 -0.16
C 0.111921 -1.260759 -1.932445 -1.9 -1.5 0.5 -0.14
H 2.611327 -1.751507 1.179557 0.6 -0.5 -0.1 0.06
H 2.885755 -0.030091 1.693639 -0.1 0.6 -0.5 0.08
H 0.392096 -1.779999 1.444786 -0.2 0.4 0.1 0.11
H -0.644925 0.247966 2.549541 -1.0 0.2 -0.1 0.11
H 0.570417 1.329835 1.852276 -0.5 -0.7 -0.3 0.14
H -1.150387 -0.532503 0.030590 0.4 0.2 -0.2 0.13
H -1.915039 2.245585 0.746536 0.1 -0.1 0.1 0.17
H -2.430555 1.263662 -0.569858 0.8 0.7 1.1 0.19
H -2.699178 0.746156 0.898067 0.1 0.2 0.9 0.16
H 0.165250 2.048811 -0.973008 0.5 -0.6 -0.3 0.13
H 1.313984 0.501377 -0.665995 -1.5 1.6 0.1 0.13
H -0.016659 0.480035 -3.055490 -0.3 -0.4 2.7 0.16
H 0.161544 -1.733747 -0.922191 0.5 1.3 -0.2 0.07
H -0.737192 -1.934016 -2.259064 1.0 0.9 -0.7 0.10
H 1.040140 -1.469316 -2.413545 0.6 -0.5 -0.5 0.08
```
Forces are in eV/Å.

---

A molecular structure, C46H48AsCdGeN4O2 at a distorted geometry, computed with wB97M-V/def2-TZVPD.

Computed properties:
E_HOMO (alpha / beta) ... -0.2377 / -0.2372 Eh
⟨S²⟩ ... 0.76
Total energy ... -6631.4854 hartree
Energy relative to the best compared isomer or geometry (same formula, charge and spin) ... 1.4080 eV
Kohn-Sham gap (alpha / beta) ... 0.20361 / 0.17110 Ha
Multiplicity ... 2
E_LUMO (alpha / beta) ... -0.93 / -1.80 eV

Structure (XYZ):
```
103
Properties=species:S:1:pos:R:3:forces:R:3:mulliken_spin:R:1
Cd 0.610015 0.528020 0.802456 0.7 -0.5 0.6 -0.07
C 2.175515 -2.849380 5.477456 0.1 -0.1 0.1 0.00
C 2.325615 -2.833780 4.098556 0.0 -0.1 0.1 0.00
C 1.547315 -2.007980 3.315256 -0.3 0.2 -0.1 0.01
C 0.585315 -1.159980 3.891856 0.4 -0.5 0.5 -0.01
C 0.461415 -1.175880 5.294556 -0.1 0.1 -0.2 0.00
C 1.243615 -2.007980 6.065556 0.1 -0.2 0.1 0.00
N -0.065785 -0.265380 3.098156 -0.5 0.6 -1.0 0.00
C -1.237285 0.281320 3.385456 0.4 0.0 -0.3 0.00
C -2.247785 -0.322080 4.195656 -0.2 -0.2 0.2 0.00
C -3.440785 0.292620 4.431156 0.2 -0.2 0.0 0.00
C -3.718485 1.571120 3.907356 -0.1 0.4 -0.1 0.01
C -2.800485 2.180020 3.103656 0.0 0.1 0.1 0.00
C -1.568285 1.555920 2.790856 -0.7 -0.2 0.7 0.01
N -0.658085 2.088520 1.964956 0.0 1.9 -1.3 0.01
N -0.834285 3.294320 1.520756 -1.0 -1.6 1.6 -0.02
C 0.148515 3.783020 0.707656 1.3 0.5 -1.0 0.01
C 0.106015 5.158020 0.405556 -0.1 -0.5 0.2 0.00
C 1.121215 5.706120 -0.342744 0.2 -0.2 -0.1 0.00
C 2.153115 4.885420 -0.794544 -0.2 0.1 0.1 0.00
C 2.089415 3.534020 -0.494544 0.4 0.0 0.0 0.01
N 1.128415 2.994620 0.235756 -0.9 0.2 0.1 0.01
H 2.794115 -3.488980 6.087656 0.1 -0.1 0.1 0.00
H 3.073815 -3.466780 3.640456 0.1 0.0 -0.1 0.00
H 1.686115 -1.958380 2.240656 0.1 0.1 0.0 0.00
H -0.220485 -0.487280 5.772156 0.0 0.0 0.0 0.00
H 1.134615 -1.993780 7.140756 0.0 0.0 0.1 0.00
H -2.059885 -1.311980 4.593856 0.0 0.1 0.0 0.00
H -4.196485 -0.209880 5.021656 0.0 0.0 0.0 0.00
H -4.662885 2.044620 4.132256 0.0 0.1 0.0 0.00
H -2.988785 3.144320 2.653656 -0.1 0.0 0.0 0.00
H -0.709185 5.747320 0.793056 -0.1 0.0 0.0 0.00
H 1.121615 6.761620 -0.573744 0.0 0.1 0.0 0.00
H 2.974315 5.285920 -1.366644 0.1 0.0 -0.1 0.00
H 2.842515 2.841520 -0.859644 0.1 0.0 0.0 0.00
C -4.445785 -0.758080 0.606056 0.3 0.3 0.0 0.00
C -3.513185 0.413120 0.318656 -0.6 0.2 -0.1 0.01
O -2.150585 0.033420 0.320956 0.5 -0.3 -0.1 0.00
H -5.479985 -0.439580 0.497156 -0.1 0.0 0.0 0.00
H -4.304385 -1.121680 1.621956 0.0 0.0 0.1 0.00
H -4.253585 -1.576580 -0.089244 -0.1 -0.1 -0.1 0.00
H -3.613385 1.172420 1.094756 0.0 -0.1 -0.1 0.00
H -3.777985 0.880520 -0.642244 0.1 0.0 0.1 0.00
H -2.024385 -0.717380 -0.277844 0.1 0.0 0.1 -0.02
C -1.199385 -4.314580 -1.096544 0.2 0.2 0.2 0.00
As -0.308285 -3.306580 0.326156 -0.7 -1.8 0.5 0.02
C 1.130815 -4.495080 0.930956 -0.2 0.4 -0.1 0.00
C -1.608185 -3.104680 1.768356 0.2 0.0 -0.2 0.00
O 0.229315 -1.872980 -0.223044 0.4 1.5 -0.4 -0.01
H -1.726485 -5.165980 -0.664944 0.0 0.0 0.0 0.00
H -0.447085 -4.671680 -1.802544 0.0 0.1 0.1 0.00
H -1.901485 -3.676280 -1.635844 0.1 0.0 0.1 0.00
H 0.812415 -5.534180 0.884056 -0.1 0.0 0.0 0.00
H 1.407115 -4.236080 1.951656 -0.1 0.0 -0.1 0.00
H 1.997515 -4.352080 0.284856 -0.1 0.1 -0.1 0.00
H -2.461385 -3.761780 1.613756 0.0 -0.1 0.0 0.00
H -1.934985 -2.065380 1.789056 0.1 0.0 -0.1 0.00
H -1.130285 -3.327580 2.718356 0.1 0.0 0.1 0.00
C -2.087085 4.454720 -3.974144 -0.1 0.0 0.0 0.02
C -0.870885 4.446020 -3.315444 0.0 0.2 0.0 -0.01
C -0.361185 3.259120 -2.824344 0.2 0.0 0.1 0.00
C -1.027785 2.053820 -2.992544 0.4 -0.5 0.8 -0.01
C -2.242885 2.073420 -3.666244 -0.1 -0.3 0.0 0.04
C -2.767085 3.261720 -4.152144 -0.1 0.0 -0.1 -0.01
Ge -0.193685 0.399120 -2.148344 -0.1 -0.1 -2.4 0.70
C 1.629715 0.136320 -2.986944 -0.5 0.1 0.8 0.11
C 2.259715 -1.087880 -2.777244 -0.2 -0.2 0.0 0.02
C 3.550415 -1.320280 -3.219144 0.1 0.0 -0.1 -0.01
C 4.258215 -0.309380 -3.850044 0.0 -0.1 0.1 0.02
C 3.649615 0.916820 -4.055544 0.1 0.1 -0.1 -0.01
C 2.346615 1.135520 -3.636044 -0.2 0.2 0.0 0.02
C -1.286385 -1.055980 -3.057844 0.2 0.3 0.8 0.07
C -2.647585 -1.199980 -2.800144 0.0 0.2 0.1 -0.01
C -3.406985 -2.181080 -3.416044 -0.2 -0.1 0.0 -0.01
C -2.810885 -3.062680 -4.302744 0.0 0.0 0.0 0.01
C -1.462785 -2.924880 -4.583644 0.0 -0.1 -0.1 -0.01
C -0.714485 -1.933180 -3.972344 0.3 0.2 0.0 0.04
H -2.509985 5.382720 -4.334844 0.0 0.0 0.0 0.00
H -0.322885 5.365320 -3.169144 0.1 0.1 0.0 0.00
H 0.579315 3.265120 -2.297644 0.1 0.1 0.0 -0.01
H -2.784185 1.152720 -3.832444 -0.1 0.0 0.0 0.01
H -3.717885 3.261720 -4.666444 -0.1 -0.1 0.0 0.00
H 1.729015 -1.861780 -2.236844 0.0 -0.1 0.1 0.00
H 4.018215 -2.279180 -3.046444 0.0 -0.1 0.0 0.00
H 5.280115 -0.471380 -4.164844 0.0 0.0 0.0 0.00
H 4.197615 1.712120 -4.542144 0.0 0.1 0.0 0.00
H 1.880415 2.092820 -3.826144 0.0 0.1 0.0 0.01
H -3.140385 -0.505680 -2.132244 -0.1 0.0 0.1 -0.01
H -4.466485 -2.260280 -3.208544 0.0 0.0 0.0 0.00
H -3.393485 -3.838280 -4.778444 0.0 0.0 0.0 0.00
H -0.991785 -3.593480 -5.289144 0.1 -0.1 -0.1 0.00
H 0.331215 -1.821780 -4.225944 0.0 -0.1 0.0 0.01
C 5.537315 0.507420 1.541056 0.2 0.0 0.0 0.00
C 4.652715 0.875620 2.539256 -0.1 0.1 0.2 0.01
C 3.284015 0.843920 2.308456 0.2 0.0 0.1 -0.04
C 2.789215 0.426020 1.081256 -0.9 -0.2 -0.5 0.10
C 3.680215 0.052920 0.088356 0.4 0.0 0.1 0.01
C 5.051515 0.095520 0.314756 0.0 -0.1 -0.2 0.00
H 6.603115 0.537320 1.721356 0.1 0.0 0.0 0.00
H 5.025415 1.188120 3.504656 0.1 0.0 0.1 0.00
H 2.607615 1.147420 3.101256 0.0 0.0 0.0 0.00
H 3.324115 -0.280780 -0.875444 0.0 0.0 0.1 0.01
H 5.731415 -0.195680 -0.474244 0.1 0.0 -0.1 0.00
```
Forces are in eV/Å.

---

A single C7H11N molecule at a distorted geometry, computed with wB97M-V/def2-TZVPD.

Computed properties:
E_HOMO ... -0.2881 Eh
Total energy ... -327.9602 hartree
SMILES ... C[C@@H]1C=C[C@H]2CCN12
Energy relative to the best compared isomer or geometry (same formula, charge and spin) ... 3.4776 eV
Kohn-Sham gap ... 0.32938 Ha
E_LUMO ... 1.12 eV

Structure (XYZ):
```
19
Properties=species:S:1:pos:R:3:forces:R:3:lowdin_charge:R:1
C -1.885539 -0.442936 1.407429 -0.6 -1.9 2.7 -0.10
C -1.134933 -0.289342 0.151281 -0.4 -0.8 -1.9 -0.41
C -0.371635 -1.600665 -0.291934 -0.2 1.3 -0.5 0.02
C 0.966739 -1.368725 -0.314994 -2.5 -2.5 0.1 -0.05
C 1.169402 -0.000704 0.042964 2.4 0.9 -0.4 -0.37
C 1.455343 1.063716 -1.111590 -1.7 -0.3 1.8 -0.03
C 0.199482 1.798094 -0.443066 0.0 -2.2 -1.3 -0.11
N -0.073457 0.604996 0.324803 0.6 0.8 2.1 -0.14
H -1.354332 -0.939173 2.289979 0.0 0.0 -1.5 0.10
H -2.782878 -1.089974 1.215348 0.2 1.1 0.5 0.09
H -1.975311 0.532263 1.882081 -1.1 0.2 -0.5 0.07
H -1.926561 0.152056 -0.575666 1.3 -0.9 0.4 0.16
H -0.989290 -2.439289 -0.594336 0.5 -0.4 0.3 0.10
H 1.770994 -2.111445 -0.344432 -0.4 0.3 -0.5 0.11
H 1.920894 0.005769 0.867505 -0.2 0.6 -0.3 0.15
H 1.285585 0.680804 -2.139644 0.8 0.5 0.7 0.12
H 2.300641 1.559462 -0.710040 1.5 0.7 -1.4 0.07
H 0.573625 2.530332 0.240478 -0.4 1.3 -0.1 0.10
H -0.702313 1.927600 -1.045432 0.4 1.3 -0.2 0.11
```
Forces are in eV/Å.

---

> Number 2 is which compound?

C46H48AsCdGeN4O2